[1]
Here is a 9-piece molecular cluster, C24H61N18O14 overall at a distorted geometry from the OMol25 dataset. Energies are from ωB97M-V with the def2-TZVPD basis set.

energy = -2990.33408 a.u.
net charge = -1
M = 825.86 g mol⁻¹

```
117
Properties=species:S:1:pos:R:3:forces:R:3:lowdin_charge:R:1
O 1.82807 -0.97512 -2.06879 0.75 0.26 -0.05 0.1300
O -2.34394 3.07240 2.70926 0.12 0.67 0.27 0.0112
O -9.71455 -4.21022 -4.27543 -0.07 -0.05 -0.04 0.0282
O -7.76312 -4.25939 -0.20739 0.26 0.65 0.17 -0.2349
O 0.32669 -4.89628 -1.42691 -0.64 -0.18 -0.74 0.1339
O -1.68230 -1.42212 -5.42689 -0.44 0.24 0.22 -0.0694
O 0.19330 -2.59393 -5.11267 -0.76 0.02 1.13 -0.0930
O 1.49549 -3.15237 -2.31170 -0.61 -0.07 1.53 0.0849
O 10.03583 3.16407 1.83776 -0.12 -0.02 0.05 0.0052
O 5.98556 3.66877 5.69435 -0.05 -0.06 0.06 0.0037
O 6.66321 0.09207 0.85612 0.14 0.02 0.09 -0.0095
O 13.80176 3.03827 2.19309 0.26 0.06 0.06 0.0231
O -5.87370 3.28576 0.93836 -0.13 0.08 0.07 0.0410
O -2.82150 3.72127 -1.41430 0.06 0.14 0.08 0.0376
N -2.98051 4.12548 -3.63386 -0.28 -0.04 -0.19 0.1559
N 6.48269 1.46416 5.49397 -0.11 -0.32 0.32 0.1428
N 7.24929 2.97258 3.94644 0.01 0.14 -0.17 0.1682
N -10.14198 -5.89306 -2.82338 -0.06 0.06 0.39 0.1575
N 4.77796 0.95667 -0.06144 -0.07 0.34 0.11 0.1641
N -6.49154 5.46317 0.84115 -0.39 0.23 -0.16 0.1377
N 14.97512 4.68906 1.18698 -0.11 0.12 -0.33 0.1556
N -1.62144 5.42463 -2.30729 0.24 0.37 0.18 0.1389
N -0.46531 3.69018 3.80746 0.29 -0.13 -0.09 0.1620
N 5.43186 -1.17449 -0.56681 0.06 -0.42 -0.07 0.1644
N 15.74568 3.73288 3.12822 0.14 -0.17 0.30 0.1498
N 11.45070 1.50292 2.46095 0.18 0.32 0.34 0.1485
N 9.36096 1.00694 1.65650 -0.51 0.25 0.01 0.1461
N -10.32296 -6.23560 -5.09004 -0.10 -0.12 -0.39 0.1404
N -1.38616 -1.36636 -2.41588 0.38 -0.84 0.48 -0.0999
N -2.48839 4.62496 4.36576 -0.32 0.18 0.04 0.1549
N -2.59383 -1.04195 -1.78404 -0.28 0.71 -0.09 -0.0574
N -4.62748 4.82737 2.03479 0.08 -0.12 0.51 0.1520
C -0.35426 -1.55340 -1.37639 -0.18 -0.63 0.53 -0.0718
C -3.31278 0.52844 -0.01477 1.55 0.20 -0.23 -0.1755
C 5.68812 -0.03473 0.12297 -0.21 0.07 -0.12 -0.6778
C -5.38364 -4.81314 -0.83180 0.02 1.33 0.84 -0.1639
C -10.03775 -5.36661 -4.07538 0.09 0.18 0.04 -0.6920
C -2.96457 -3.07743 -3.52037 0.29 -1.01 0.09 -0.1432
C -7.99107 -3.26614 -1.21532 0.57 -0.15 -0.62 -0.1239
C -4.68159 -3.59459 -1.56750 0.04 -1.14 0.29 -0.2156
C 14.77588 3.77109 2.17098 -0.03 0.07 0.00 -0.6637
C 10.26810 1.97063 1.97564 0.28 -0.16 0.05 -0.6978
C -2.71784 0.39522 -1.46391 -0.61 -0.43 0.60 -0.1848
C 6.53680 2.76493 5.08356 0.04 0.17 -0.15 -0.6987
C 1.22329 -4.12485 -1.35481 0.64 -0.64 1.37 -0.4833
C -3.40904 -4.05980 -2.35273 -0.53 0.76 -0.22 -0.1844
C -2.32097 0.00911 1.10291 -1.47 -0.90 -0.27 -0.2611
C -1.80325 3.75097 3.56954 0.17 -0.15 -0.07 -0.6473
C -0.93589 -2.14545 -4.74535 0.69 -0.16 -0.68 -0.6934
C 2.17294 -4.28246 -0.10824 -0.24 0.72 -1.26 0.0224
C -2.49830 4.37760 -2.38498 -0.13 -0.28 0.01 -0.6840
C -5.67596 4.44293 1.25035 0.15 -0.20 -0.04 -0.6834
C -1.51088 -2.55144 -3.31160 0.02 -0.36 -1.68 -0.2162
C 1.06587 -1.87861 -1.92832 -0.56 0.78 -0.30 -0.3910
C -2.96422 0.21900 2.51794 0.53 0.34 -0.34 -0.1316
C -6.39422 -4.23698 0.24811 -0.31 -0.61 -0.39 -0.2231
H 1.51679 -4.29872 0.78920 0.58 0.07 -0.61 0.0900
H -2.72620 4.65232 -4.44755 0.06 -0.06 0.03 0.0895
H -6.36093 -4.83357 1.19176 -0.17 0.31 -0.77 0.1138
H 8.47219 1.31287 1.29272 -0.02 -0.35 -0.12 0.0644
H -1.29929 0.43479 0.99578 -0.76 0.08 0.19 0.0985
H -10.40594 -6.84147 -2.63588 0.05 0.03 -0.04 0.0907
H -3.48077 4.69749 4.22411 0.05 -0.04 0.16 0.0825
H 4.93121 1.81774 0.43226 -0.01 -0.07 -0.04 0.1041
H -2.16305 -0.01258 3.26684 -0.84 0.35 -0.24 0.0663
H 11.65491 0.52915 2.57962 -0.09 0.02 -0.07 0.0890
H 16.55335 4.32650 3.12795 -0.05 0.00 -0.03 0.0919
H -3.62588 3.36077 -3.72957 0.13 -0.01 0.00 0.1069
H -2.80326 -1.64723 -0.98757 0.26 0.24 -0.05 0.0768
H -2.92987 -3.70957 -4.44466 0.14 0.64 0.62 0.1183
H -3.49069 1.60525 0.19456 -0.33 -0.72 -0.21 0.0914
H -4.64161 -5.41623 -0.25059 -0.30 0.44 -0.69 0.1070
H 15.63039 3.06646 3.87056 0.00 0.06 -0.05 0.1047
H 7.31410 3.91679 3.61067 0.11 -0.09 0.00 0.1069
H -0.71843 -2.30903 -0.61600 0.50 0.20 -0.62 0.1287
H 6.92662 0.70777 5.00756 -0.02 0.07 -0.06 0.0913
H -9.93810 -5.28099 -2.05159 0.09 -0.09 -0.03 0.0902
H -7.69016 -3.68565 -2.20927 -0.46 0.42 0.58 0.0844
H -3.43760 0.87612 -2.17477 0.73 -0.28 0.43 0.1054
H -10.59010 -7.19100 -4.94781 0.04 0.04 0.03 0.0865
H 4.63560 -1.29180 -1.17113 -0.01 0.07 -0.01 0.0928
H 9.52869 0.02458 1.76157 -0.05 0.03 -0.05 0.0905
H 0.00288 4.23496 4.50680 -0.03 -0.02 -0.01 0.0947
H 15.76722 5.30189 1.14767 -0.02 -0.04 0.04 0.0930
H 2.65763 -5.27846 -0.23424 -0.20 0.85 0.21 0.0895
H 5.96460 1.26926 6.33126 0.04 0.03 -0.08 0.0972
H -3.71127 -2.28472 -3.73415 0.69 -0.38 0.35 0.1072
H -1.24451 5.63859 -1.40191 -0.03 -0.07 -0.07 0.0961
H 2.90071 -3.44371 -0.10214 -0.28 -0.71 0.34 0.0687
H 6.07936 -1.93416 -0.45948 -0.04 0.07 -0.03 0.1037
H -1.71311 0.85794 -1.58697 -0.72 0.01 0.24 0.1136
H -5.41130 -3.12136 -2.26819 0.60 -0.27 0.54 0.1048
H 12.15359 2.18567 2.71132 -0.04 -0.22 -0.26 0.0529
H -2.05674 5.18634 5.07518 0.03 -0.06 -0.03 0.0944
H -7.35409 -2.35491 -1.06375 -0.63 -0.62 0.12 0.0938
H -9.06328 -2.97861 -1.23269 0.65 -0.29 0.08 0.0877
H -0.24100 -0.60121 -0.80361 0.07 -0.68 -0.63 0.1122
H -4.45293 5.77825 2.30088 -0.03 0.02 -0.19 0.0859
H -2.21548 -1.10227 0.97011 0.17 0.85 0.09 0.0836
H -10.25555 -5.88202 -6.02745 0.03 -0.02 0.09 0.1009
H -3.99734 4.10111 2.35679 0.11 -0.03 -0.47 0.0518
H -7.27411 5.21849 0.26172 0.09 0.00 0.02 0.0974
H -2.55459 -4.18979 -1.64979 -0.58 -0.11 -0.37 0.0987
H -4.45295 -2.86734 -0.74767 -0.01 -0.36 -0.89 0.0890
H -3.64305 -5.05598 -2.80549 0.25 0.65 0.44 0.1062
H 3.97300 0.87110 -0.65742 0.03 -0.08 -0.01 0.0996
H 14.27818 4.74442 0.46486 0.02 0.00 0.08 0.1112
H -5.90201 -5.48669 -1.54939 0.22 0.42 0.53 0.1133
H -3.31312 1.28988 2.60744 0.38 -1.55 0.13 0.0481
H -6.17087 -3.17767 0.51966 0.21 -0.67 -0.22 0.1092
H -4.24958 -0.07760 0.00703 0.46 0.63 0.18 0.1129
H -1.34103 5.97718 -3.09504 -0.01 -0.08 0.00 0.0848
H 0.07210 3.05737 3.24095 -0.05 0.05 0.04 0.1106
H -3.82097 -0.48068 2.68428 0.66 0.53 -0.23 0.0700
H 7.70916 2.24099 3.43357 0.05 0.05 -0.01 0.0715
H -0.89366 -3.41837 -2.97954 -0.45 0.69 0.12 0.1138
H -6.34810 6.42427 1.08569 0.05 -0.05 -0.02 0.0812
```
Forces are in eV/Å.

---

[2]
Here is a 6-piece molecular cluster, C41H101N5O8 overall at a distorted geometry from the OMol25 dataset. Energies are from ωB97M-V with the def2-TZVPD basis set.

energy = -2497.02827 a.u.
net charge = +4
M = 792.29 g mol⁻¹

```
155
Properties=species:S:1:pos:R:3:forces:R:3:lowdin_charge:R:1
O 3.44314 -2.89653 -2.66639 -0.33 -0.29 -1.38 -0.1772
O 0.75493 -0.54464 -0.57380 0.82 0.11 0.50 -0.0556
O 2.24156 1.45010 4.07877 -0.26 -0.61 0.16 -0.2131
O 0.46973 -2.46874 -5.30567 -0.38 -0.03 -0.29 -0.2329
O 2.04216 7.00704 -1.62144 0.79 0.10 0.04 -0.2049
O -1.25482 0.31976 -0.29737 -0.24 0.16 1.42 -0.0508
O -0.14333 -0.62785 1.46171 0.12 0.47 0.29 0.0428
O -4.34946 -3.55118 2.95537 0.32 0.45 0.32 -0.2060
N -0.51777 0.25647 -4.26112 -1.27 -0.38 0.75 -0.2293
N 2.20255 -4.94350 -0.71119 -0.73 0.03 0.65 -0.2622
N 2.38056 4.59935 0.03617 0.67 -0.42 2.27 -0.2167
N -0.40992 2.05162 5.69463 1.24 0.37 -0.76 -0.2582
N -4.85301 -1.60830 0.79451 0.95 0.83 -1.15 -0.2533
C -4.92483 -0.16310 0.34139 -0.30 1.16 0.32 -0.1683
C -6.00979 0.20736 -0.66129 -0.89 -0.56 -0.05 -0.0407
C 0.55508 -0.11458 -5.28104 -0.44 0.28 -0.09 -0.0689
C 2.47518 -3.85039 -3.06494 0.16 -0.52 1.81 -0.1773
C 0.84009 2.86382 5.28677 -1.31 0.30 1.24 -0.0783
C -1.54289 2.32049 3.34491 1.94 -0.52 0.43 -0.0346
C -3.97766 -4.75957 3.61048 -0.31 -0.95 -0.49 -0.0659
C -0.92139 1.38864 4.42095 -2.30 0.39 0.48 -0.1589
C 0.19379 -3.69402 -5.94904 0.74 -1.44 -0.13 -0.0904
C 2.94584 2.33409 -1.05292 0.01 -0.49 -1.34 -0.0635
C 3.09595 5.92014 0.28549 -1.46 1.58 -0.92 -0.0868
C -2.85602 1.22545 -4.07218 -0.18 0.22 -0.91 -0.0369
C 0.34957 -1.34530 -6.16184 0.09 -0.02 0.75 -0.1715
C 0.86139 4.81534 0.08177 0.34 0.87 -1.41 -0.1391
C -3.77403 -1.99929 -1.50195 0.61 0.27 -0.02 -0.0593
C 2.18642 2.18781 5.29800 0.43 1.41 -1.71 -0.1754
C 3.28650 0.50765 3.96830 0.84 -0.25 -0.62 -0.0897
C 3.26135 6.81561 -0.94671 0.05 -0.39 0.79 -0.2226
C 2.86305 -3.75219 -0.04445 0.08 0.33 -0.08 -0.1601
C -0.09503 0.91192 6.70679 -0.47 1.96 -0.51 -0.1123
C 2.68233 -3.61397 1.45563 0.64 -1.02 0.81 -0.0551
C -0.21310 -0.20951 0.15210 -0.61 -0.71 -2.60 -0.8131
C -1.70927 0.82021 -5.00950 -0.83 0.19 1.22 -0.1482
C -3.25332 -2.96652 2.28497 -0.68 -0.13 0.13 -0.2016
C 0.24520 1.46897 8.07757 0.04 -0.18 0.21 -0.0461
C -1.40611 3.04913 6.20952 -0.87 -1.09 -0.42 0.0178
C 0.04893 1.29871 -3.28805 0.68 -0.25 -0.69 -0.1520
C -6.10369 -1.96256 1.55488 0.48 -1.19 -0.55 0.0468
C 2.72353 -5.05165 -2.14645 -1.64 -0.57 -0.03 -0.0593
C 2.21296 -7.53551 -0.63679 -0.02 -0.30 1.11 -0.0473
C 0.51890 2.55128 -4.08255 -0.07 -1.05 1.73 -0.0209
C 0.00626 3.62257 -0.29228 -0.98 -0.03 0.25 -0.0457
C 2.24173 7.94427 -2.70740 -1.15 -0.16 0.55 -0.0380
C -4.70225 -2.50652 -0.41728 -0.87 -0.39 -0.36 -0.1333
C -3.59649 -1.63130 1.63451 -0.28 -0.56 0.72 -0.0861
C 3.62045 -1.83888 -3.57728 0.33 1.05 -0.57 -0.0815
C 2.90940 3.85182 -1.20184 -0.47 0.35 0.88 -0.0950
C -0.98786 -0.96575 -3.44412 0.58 0.70 -0.14 0.0332
C 0.71080 -4.74399 -0.67138 0.71 0.91 0.14 0.0286
C 2.52554 -6.22742 0.04949 2.10 0.47 -0.38 -0.1703
C 2.68352 3.87119 1.34391 0.65 -1.65 -0.49 -0.0004
H 2.25570 4.17455 -2.00936 -0.02 -0.06 -0.01 0.1154
H 2.51524 -4.24113 -4.08342 0.55 0.39 -0.18 0.1357
H 1.45826 -0.19647 -4.68197 0.20 -0.17 -0.29 0.1166
H 3.68043 0.47959 2.94632 -0.48 0.23 -0.17 0.0834
H 1.11207 -1.33270 -6.94682 0.33 0.03 0.18 0.1471
H -6.10057 -3.04980 1.60836 -0.12 0.12 0.24 0.1085
H -4.18608 -5.59703 2.93627 0.10 -0.02 -0.04 0.0977
H 1.45636 -3.47518 -2.92109 -0.03 0.15 -0.10 0.1125
H 4.18737 0.77172 4.52840 -0.31 -0.08 0.52 0.1034
H 2.11317 -5.87970 -2.50677 0.31 -0.05 -0.38 0.1232
H -3.45548 -2.76036 -2.21636 -0.04 -0.53 0.55 0.0974
H -1.41296 1.73309 -5.51185 0.28 -0.36 -0.50 0.1164
H -2.48220 -2.76059 3.03277 0.40 -0.02 -0.32 0.1340
H 2.85308 3.04478 5.11048 0.21 -0.07 0.60 0.1433
H -5.07146 0.36459 1.28665 -0.35 0.16 -0.12 0.1333
H 0.84985 0.75125 -2.78230 0.35 0.22 -0.28 0.0991
H 1.11002 -4.13705 -6.36073 -0.04 0.48 -0.56 0.0981
H 1.24117 8.29774 -2.95691 0.06 -0.32 -0.41 0.0991
H 2.94025 -0.50813 4.16928 0.06 0.06 0.45 0.0884
H -1.49382 3.86684 5.50101 0.27 0.17 0.19 0.1096
H 3.61248 -6.12045 0.14672 0.03 -0.35 0.02 0.1393
H -4.59018 -4.93879 4.48981 0.00 0.41 0.09 0.1013
H 2.50157 -2.86314 -0.55772 -0.14 -0.09 -0.04 0.1095
H -6.10198 1.27499 -0.85626 0.51 0.09 0.30 0.0978
H -0.58592 -3.65667 -6.70953 0.03 0.29 -0.04 0.1009
H 0.69533 0.38265 6.18526 -0.10 -0.52 0.33 0.1205
H -2.62170 2.11132 -3.48441 0.17 -0.32 0.41 0.0856
H -5.71237 -2.60913 -0.81315 -0.02 -0.13 0.03 0.1400
H -3.75682 -0.85110 2.37751 0.04 -0.12 0.16 0.1372
H -3.94030 0.18610 0.02582 0.09 -0.50 -0.26 0.1130
H 3.26277 -4.37576 1.98750 -0.06 -0.11 -0.15 0.0855
H 2.18239 -6.17164 1.08016 -0.59 0.18 -0.26 0.1299
H -2.72907 -1.33950 1.04054 -0.24 0.16 -0.20 0.1042
H 1.37220 2.24746 -4.67945 -0.10 0.48 -0.38 0.0836
H 4.67907 -1.57656 -3.58564 -0.11 0.19 0.28 0.1036
H 0.56704 3.25178 4.30936 0.53 -0.32 -0.27 0.1058
H -1.20288 3.36202 7.22661 0.36 0.17 -0.19 0.1057
H 2.41487 6.41712 0.97893 0.19 0.15 0.10 0.1392
H 1.01849 2.23693 8.11580 0.07 -0.04 -0.35 0.0922
H 3.90860 -3.84892 -0.32970 0.13 0.09 0.31 0.1397
H -7.00657 -0.06625 -0.30702 0.08 0.00 0.12 0.0820
H -1.64998 -0.72741 -2.61471 -0.13 0.77 -0.40 0.0613
H -2.90017 -3.67075 1.52354 0.37 0.03 0.03 0.1253
H -0.07704 -4.49448 -5.25156 -0.40 0.62 0.47 0.0889
H 1.99087 1.83510 -0.88585 -0.09 0.37 0.64 0.0500
H -3.25533 0.38991 -3.50528 0.12 0.18 0.29 0.0586
H 3.71875 1.90578 -0.42012 -0.03 0.32 0.25 0.0904
H 0.37796 -4.81002 0.36210 0.07 -0.35 -0.03 0.1016
H 0.59165 0.66442 8.72637 -0.09 -0.07 -0.05 0.1032
H -1.00782 3.81146 0.07418 0.17 -0.02 0.53 0.0986
H -5.93302 -0.26429 -1.64100 0.32 -0.06 0.10 0.0726
H -2.91812 -4.82237 3.86481 0.01 0.36 0.15 0.0892
H 2.06071 4.17833 2.17667 -0.23 0.26 -0.32 0.1004
H 1.15092 -7.76709 -0.56187 -0.04 -0.01 -0.72 0.0928
H 0.77672 -0.93893 1.48582 -0.23 -0.13 0.29 0.0905
H 3.14971 1.89723 -2.03809 0.41 0.42 -0.14 0.0890
H -0.12148 -1.35463 -2.91221 0.18 -0.33 -0.53 0.0933
H -1.05645 0.40695 6.73496 0.29 -0.63 0.09 0.1325
H 0.86406 3.26673 -3.33727 0.04 0.11 -0.14 0.0529
H -0.19317 0.68964 4.02626 0.26 0.23 0.05 0.1171
H -0.30403 3.00921 -4.61821 0.23 0.12 -0.27 0.0829
H 2.70581 -7.66945 -1.59395 -0.47 0.09 -0.23 0.0869
H 4.06178 5.85757 0.77892 0.02 -0.73 -0.15 0.1432
H -6.05683 -1.57615 2.56658 -0.15 0.30 -0.13 0.1227
H 2.58929 2.80332 1.15917 -0.64 0.06 0.26 0.0772
H -2.88683 -1.58099 -1.01755 0.12 0.10 -0.40 0.0591
H -0.58069 -1.35099 -6.73796 -0.32 0.05 0.34 0.1312
H 3.76628 -5.35567 -2.12472 0.08 0.16 0.13 0.1569
H 2.71770 7.39139 -3.51411 0.18 0.53 -0.23 0.0989
H -4.20879 -1.27133 -2.18675 -0.17 0.32 0.52 0.0633
H 0.64148 5.61015 -0.63430 0.27 -0.06 -0.05 0.1244
H 1.67697 -3.71926 1.86540 -0.17 0.29 -0.40 0.0790
H 3.63969 7.76954 -0.56829 0.09 0.06 0.04 0.1431
H -0.64568 1.89327 8.53732 0.04 -0.14 0.13 0.0841
H -0.75631 2.98812 2.98812 -0.30 0.22 -0.31 0.0616
H 3.00209 -0.96812 -3.31938 0.18 -0.03 0.41 0.0709
H 3.13706 -2.70436 1.84919 -0.23 0.29 -0.48 0.0830
H 2.67714 -8.30261 -0.00951 0.00 0.07 0.08 0.1056
H -4.39757 -3.48431 -0.05002 -0.03 0.02 0.06 0.1298
H 0.76128 3.77294 5.88444 0.71 -0.27 0.47 0.1395
H -1.81027 0.85372 4.76862 0.33 -0.55 0.11 0.1225
H 3.72130 3.93925 1.66967 0.07 0.55 -0.41 0.1153
H 3.37832 -2.00636 -4.63373 -0.14 -0.85 0.19 0.0939
H -2.37097 2.53780 6.20246 -0.05 0.05 0.18 0.1213
H -2.07737 0.05722 -5.68988 0.30 0.04 -0.22 0.1330
H -2.38881 2.89494 3.70293 -0.18 -0.17 -0.13 0.0830
H 0.59747 0.75178 -5.93725 0.29 -0.01 0.00 0.1333
H 3.86191 4.34716 -1.36876 0.28 -0.63 -0.17 0.1264
H -1.75770 1.63620 2.52389 -0.39 0.24 -0.11 0.0771
H -1.46134 -1.61991 -4.16628 0.18 -0.37 0.24 0.1104
H 0.69770 5.30238 1.04014 -0.28 -0.57 0.22 0.1244
H 4.07618 6.38749 -1.54233 -0.23 0.14 -0.56 0.1278
H 0.30745 2.64122 0.06326 0.04 0.07 0.16 0.0616
H -0.25163 3.55621 -1.35075 0.82 0.03 -0.20 0.0703
H 0.20239 -5.46420 -1.30319 -0.01 0.09 -0.09 0.1153
H 0.58714 -3.69311 -0.93816 -0.58 -0.24 -0.43 0.0934
H 2.55813 1.68107 6.18781 -0.46 -0.25 0.02 0.1380
H -0.60230 1.46405 -2.42911 -0.68 0.06 -0.53 0.1007
H -3.66924 1.57261 -4.71532 0.01 -0.16 -0.09 0.1006
H 2.74132 8.85058 -2.36163 0.55 -0.29 -0.10 0.1016
H -6.96204 -1.68446 0.95298 0.00 0.41 0.25 0.1047
```
Forces are in eV/Å.